# 1
# C8H5ClO

A single C8H5ClO molecule in a non-equilibrium geometry (ωB97M-V/def2-TZVPD, the OMol25 dataset).

## Properties
total energy: -843.15333 Ha
relative energy (zero: lowest compared OMol25 entry of this formula, charge and spin): 164.7 kJ/mol
frontier orbital gap: 9.4056 eV
HOMO: -9.50 eV

XYZ file:
```
15
Properties=species:S:1:pos:R:3:forces:R:3
C -1.1150 0.7558 0.3364 -0.720 -0.508 0.884
C -1.1085 -0.6237 0.3380 3.428 -0.133 -0.871
C 0.0464 1.5215 0.3583 -1.293 1.951 -0.928
C 0.0970 -1.3400 0.1337 -0.136 -1.201 0.153
C 1.2167 0.8380 0.0723 -1.097 -0.161 0.245
C 1.1632 -0.5338 -0.0193 4.577 0.851 -1.350
C 2.6173 1.1334 -0.1796 0.448 -0.399 0.555
C 3.1466 -0.3113 -0.6025 -4.697 1.650 5.098
O 3.2104 2.1469 0.0193 0.764 0.266 -0.242
Cl 4.3732 -0.9983 0.3341 0.589 -0.285 -0.158
H -2.1479 1.0899 0.4011 0.465 1.003 0.131
H -1.9982 -1.1073 0.3751 -2.550 -1.536 0.192
H -0.1288 2.6405 0.4032 0.887 -1.424 0.031
H 0.3269 -2.4330 0.0497 -1.149 0.966 0.217
H 3.0629 -0.3918 -1.5918 0.486 -1.039 -3.956
```
Positions in Å, forces in eV/Å.

=====

# 2
# C42H98ClN3O16P3S2

10 unconnected molecules or ions with the total composition C42H98ClN3O16P3S2 in a non-equilibrium geometry (ωB97M-V/def2-TZVPD, the OMol25 dataset).

## Properties
total energy: -5307.57998 Ha
total charge: -1
frontier orbital gap: 6.3446 eV
HOMO: -4.72 eV

XYZ file:
```
165
Properties=species:S:1:pos:R:3:forces:R:3
C 2.4679 -0.9857 -0.7793 0.352 0.160 -0.667
C 3.1023 0.4263 -0.7735 0.248 -0.597 -0.213
C 3.5198 0.9243 0.6084 -0.290 -0.013 0.274
C 2.4794 0.7031 1.7228 0.548 0.078 -0.653
N 1.0609 0.8716 1.2719 -0.125 1.068 1.829
C 0.2241 0.4095 2.4234 0.055 -0.779 0.765
C -0.1049 -1.0747 2.3821 0.542 -0.352 -0.531
C -0.9639 -1.4946 1.1759 0.415 0.445 -0.059
C -2.1229 -0.5330 0.8545 -0.144 -1.798 -0.527
C -3.4851 -0.8070 1.5822 0.618 2.099 0.897
C -3.2643 -1.4334 2.9566 -0.058 0.175 -0.491
C -3.1275 -0.6485 4.0867 -0.036 -0.338 -0.380
C -2.8910 -1.3289 5.2554 0.232 1.105 1.425
C -2.7853 -2.6948 5.3302 -0.085 -0.062 -0.150
N -2.9435 -3.4566 4.2514 0.171 -0.252 0.392
C -3.1665 -2.7964 3.1269 -0.020 -0.790 -1.128
O -3.8849 0.5361 1.9204 -0.795 -0.765 -0.861
P -5.1384 1.2273 0.9566 -1.852 1.526 2.279
C -6.5373 1.0079 2.2685 0.169 -0.539 -0.581
C -7.4977 2.1870 2.3114 -0.374 -0.163 0.685
O -7.3436 3.0350 3.4749 0.116 0.097 -0.387
C -4.6289 2.8652 1.8818 0.381 0.183 -0.185
O -5.1147 4.0637 1.2339 -0.065 -0.575 -0.066
O -4.0824 5.0453 1.2065 0.279 0.716 0.334
P -3.7835 1.9703 -0.6528 0.957 -1.515 -1.519
N -3.3830 1.0044 -1.8677 -0.205 0.046 0.138
O -5.4628 -0.3262 0.2613 1.728 0.114 -0.403
C -4.6426 -1.4035 0.7072 -1.589 0.609 -0.303
C -4.2151 -2.2988 -0.4929 -0.762 0.138 0.897
C -5.0655 -2.1336 -1.7486 0.903 -0.771 -1.480
O -4.7868 -2.8027 -2.7328 -0.344 0.511 0.895
P -5.8936 -2.5642 1.5915 0.524 -1.610 0.460
O -6.1703 -1.9234 3.0721 -0.234 0.536 -0.449
Cl -7.6594 -2.2923 0.4734 0.366 0.349 0.251
C 0.8467 2.2866 1.1600 -0.491 0.605 -1.103
S 0.7721 3.0338 -0.2770 -0.049 -0.210 -0.081
S 0.6674 3.2784 2.6460 0.138 -0.313 0.349
C -0.6295 4.4919 2.3137 -0.404 0.692 0.018
C -0.3676 5.8046 3.0763 -0.175 0.008 -0.109
C -1.6729 6.5732 3.3751 0.201 0.391 -0.144
H 2.9624 -1.5652 -1.5657 -0.056 -0.142 0.156
H 2.6131 -1.5362 0.1513 -0.153 0.053 0.002
H 1.4166 -0.9479 -1.0648 -0.047 -0.006 0.387
H 4.0088 0.3710 -1.3800 0.000 0.193 0.066
H 2.4368 1.1116 -1.2959 -0.035 0.103 0.295
H 3.8014 1.9816 0.5979 -0.105 -0.026 -0.265
H 4.4273 0.3898 0.9139 -0.065 0.008 0.009
H 2.5929 -0.2968 2.1432 -0.251 -0.026 -0.141
H 2.7047 1.4117 2.5340 -0.126 -0.168 0.093
H 0.7788 0.6081 3.3494 -0.200 0.015 0.039
H -0.7073 0.9646 2.5308 0.171 0.175 -0.321
H 0.8404 -1.6333 2.3238 -0.109 -0.028 0.034
H -0.5572 -1.3794 3.3295 -0.099 0.219 -0.015
H -1.2731 -2.5339 1.3211 -0.234 0.106 -0.059
H -0.3097 -1.5108 0.2983 -0.018 0.051 0.101
H -2.2594 -0.5703 -0.2282 -0.205 0.206 0.103
H -1.8719 0.5011 1.0582 0.077 -0.097 0.152
H -3.1994 0.4267 4.0383 -0.028 0.001 0.027
H -2.7811 -0.7552 6.1746 -0.001 -0.074 -0.037
H -2.5705 -3.1441 6.2948 -0.069 -0.309 -0.178
H -3.2837 -3.4079 2.2279 0.027 -0.116 0.228
H -6.1835 1.8333 0.1495 0.306 -0.079 -0.239
H -6.1640 0.7322 3.2585 -0.061 0.307 0.026
H -7.1153 0.1455 1.9284 -0.013 0.057 0.028
H -7.4602 2.8224 1.4179 0.189 -0.223 -0.090
H -8.5156 1.7848 2.3706 0.011 0.168 -0.046
H -6.9856 3.8614 3.1343 0.070 0.000 0.214
H -3.5388 2.9486 1.9207 -0.043 -0.171 -0.186
H -4.9384 2.8047 2.9323 -0.253 0.210 -0.138
H -3.4583 4.7676 0.5134 -0.306 -0.298 -0.133
H -4.4154 3.1160 -1.2166 0.273 0.284 0.640
H -2.5580 2.4186 -0.0563 -0.376 0.593 -0.014
H -3.8364 0.1111 -1.6949 0.012 0.018 -0.236
H -4.3883 -3.3349 -0.1643 0.181 -0.071 -0.303
H -3.1501 -2.2326 -0.7088 -0.134 0.152 -0.293
H -5.9005 -1.4204 -1.8189 0.174 -0.017 0.520
H -6.6250 -2.5757 3.6163 0.053 -0.017 0.002
H -0.7027 4.7438 1.2551 0.156 -0.361 -0.035
H -1.6058 4.1219 2.6396 0.213 -0.395 -0.034
H 0.2571 6.4362 2.4415 0.230 -0.127 0.178
H 0.1687 5.6229 4.0107 0.053 -0.044 -0.095
H -1.9071 6.6058 4.4405 -0.044 -0.210 -0.044
H -1.5431 7.6135 3.0634 -0.130 -0.028 0.054
H -2.5401 6.1880 2.8332 0.109 -0.089 0.063
C 8.0126 0.7313 -3.6909 0.001 0.045 0.174
C 6.8380 0.2849 -2.8402 -0.111 0.252 -0.313
O 5.9982 1.3835 -2.4918 0.153 -0.030 0.171
H 8.6041 1.4790 -3.1589 -0.010 -0.040 0.059
H 8.6546 -0.1100 -3.9458 0.001 0.037 -0.089
H 7.6654 1.1941 -4.6177 0.010 -0.117 -0.059
H 7.1864 -0.1590 -1.9086 -0.115 0.035 0.055
H 6.2402 -0.4614 -3.3752 0.108 -0.137 0.059
H 5.6724 1.7749 -3.3079 -0.040 0.006 0.018
C -4.0337 6.2163 -4.2583 0.075 0.045 -0.014
C -3.1764 5.3283 -3.3754 -0.428 0.056 0.235
O -2.9873 5.9260 -2.0904 0.212 0.002 -0.019
H -3.5686 7.1963 -4.3802 0.047 -0.035 -0.054
H -4.1764 5.7706 -5.2439 -0.042 0.024 0.004
H -5.0142 6.3782 -3.8027 -0.034 -0.115 -0.037
H -2.1928 5.1826 -3.8187 0.065 0.021 0.156
H -3.6426 4.3472 -3.2433 0.087 -0.062 -0.157
H -3.8564 6.0431 -1.6920 -0.002 -0.032 0.025
C -5.8697 9.6659 -4.4801 0.010 -0.034 0.015
C -4.8083 10.1395 -5.4553 -0.362 -0.025 -0.143
O -4.8462 9.3878 -6.6660 0.206 -0.011 0.036
H -5.7306 8.6101 -4.2508 0.063 0.023 0.032
H -5.8296 10.2366 -3.5507 -0.037 -0.007 -0.004
H -6.8678 9.7736 -4.9129 0.001 0.100 0.030
H -3.8138 10.0127 -5.0300 0.033 -0.048 -0.104
H -4.9490 11.2001 -5.6918 0.083 0.049 0.143
H -5.7184 9.5034 -7.0542 -0.004 -0.035 -0.004
C 4.3754 -5.2365 -2.6205 -0.047 0.005 -0.090
C 5.0124 -3.8788 -2.3850 0.165 -0.249 0.314
O 5.2489 -3.6503 -1.0038 -0.172 0.037 -0.108
H 3.4322 -5.3124 -2.0772 -0.011 0.064 -0.016
H 4.1832 -5.4060 -3.6815 -0.002 -0.050 0.018
H 5.0243 -6.0373 -2.2523 0.048 0.012 -0.056
H 4.3529 -3.0848 -2.7355 0.038 0.045 0.042
H 5.9642 -3.8025 -2.9269 -0.086 0.031 -0.167
H 5.8442 -4.3444 -0.6848 0.006 0.334 0.128
C -0.1534 1.5137 8.2855 0.050 0.037 0.011
C -0.7065 1.8455 6.9110 -0.028 -0.373 0.060
O -0.1052 1.0396 5.9054 0.099 0.129 -0.049
H 0.9275 1.6600 8.3049 -0.014 0.059 -0.015
H -0.6076 2.1420 9.0541 -0.005 -0.034 0.013
H -0.3429 0.4666 8.5351 -0.083 0.024 0.030
H -0.4991 2.8839 6.6557 0.012 -0.037 -0.119
H -1.7920 1.6953 6.8878 -0.032 0.158 0.069
H -0.2943 0.1185 6.1133 -0.030 -0.015 -0.078
C 9.5427 -5.8326 1.0650 0.025 0.058 -0.067
C 8.1156 -5.3819 1.3111 0.037 -0.252 -0.113
O 7.4430 -5.1169 0.0803 0.037 -0.058 -0.044
H 10.0915 -5.0710 0.5099 -0.009 0.038 0.058
H 10.0601 -6.0235 2.0062 -0.001 -0.028 -0.013
H 9.5617 -6.7465 0.4658 -0.006 -0.051 0.085
H 8.0987 -4.4605 1.8899 -0.105 0.048 -0.089
H 7.5597 -6.1457 1.8634 0.043 0.053 0.120
H 7.4438 -5.9313 -0.4344 0.061 -0.006 0.014
C 1.2788 -4.5141 -6.1458 0.058 0.027 0.034
C 2.4261 -5.3012 -6.7514 -0.317 -0.160 0.185
O 3.0134 -6.1777 -5.7911 0.199 0.054 -0.107
H 1.6257 -3.9316 -5.2917 0.025 0.036 -0.044
H 0.8385 -3.8354 -6.8776 -0.032 -0.013 0.021
H 0.4983 -5.1865 -5.7822 -0.041 0.008 -0.085
H 3.2117 -4.6293 -7.0944 0.087 -0.084 0.047
H 2.0790 -5.8908 -7.6069 0.021 0.120 -0.096
H 2.3285 -6.7822 -5.4897 0.000 0.018 0.039
C -1.6851 -7.3344 3.4048 0.045 0.039 -0.026
C -2.8194 -8.2749 3.7611 -0.088 0.379 0.014
O -3.4403 -7.8849 4.9832 -0.010 -0.203 0.056
H -0.9389 -7.3182 4.2003 0.003 -0.059 -0.010
H -1.2003 -7.6353 2.4739 -0.012 0.026 -0.005
H -2.0589 -6.3139 3.2917 0.011 -0.006 -0.058
H -2.4511 -9.2915 3.8970 -0.079 -0.011 0.104
H -3.5730 -8.2857 2.9662 0.089 -0.101 -0.090
H -3.7762 -6.9900 4.8646 0.055 0.027 0.020
C 11.2580 -2.5973 -6.0099 0.011 0.008 0.067
C 9.7760 -2.2957 -6.1383 0.223 0.185 -0.245
O 9.5286 -0.8933 -6.0830 -0.050 -0.119 0.072
H 11.6465 -2.1996 -5.0716 -0.041 -0.042 0.027
H 11.4438 -3.6723 -6.0401 0.022 0.013 -0.023
H 11.8197 -2.1243 -6.8192 -0.017 -0.076 -0.052
H 9.2209 -2.7515 -5.3193 -0.072 0.101 0.002
H 9.3840 -2.6904 -7.0815 -0.022 -0.151 0.068
H 10.0056 -0.4826 -6.8104 -0.014 0.028 0.006
```
Positions in Å, forces in eV/Å.